No. 1
Here is a 15-piece molecular cluster, C66H169N7O22 overall at a distorted geometry from the OMol25 dataset. Energies are from ωB97M-V/def2-TZVPD.

Geometry as XYZ:
```
264
Properties=species:S:1:pos:R:3:forces:R:3
O -1.438 -4.247 -0.298 0.40 0.46 0.43
O -6.556 1.789 0.055 -0.97 0.19 -0.21
O 7.523 -2.553 0.018 -0.12 0.32 0.31
O 4.079 3.940 1.549 -2.08 0.42 -1.84
O -4.793 1.437 4.313 -0.38 -2.16 0.23
O -3.372 -2.827 3.784 0.74 -0.03 1.24
O -4.995 -1.099 -5.990 -0.05 0.50 -0.96
O 0.572 -0.252 5.851 1.31 -0.34 -0.15
O 3.507 -5.332 -2.840 1.25 -0.54 0.36
O -3.521 8.169 -0.791 -0.13 -0.30 -0.82
O 2.872 -0.467 -3.899 0.46 0.82 -0.60
O -0.904 5.384 2.544 0.77 0.00 -0.72
O -0.769 2.958 -1.387 0.80 -1.00 -0.91
O 5.755 -0.303 4.630 0.99 0.18 0.55
O 2.160 -3.010 -4.096 1.11 -0.91 -0.31
O 1.241 -4.187 -7.604 0.55 -1.14 -0.41
O 4.625 4.759 -4.691 0.48 1.93 -0.81
O -0.250 -2.502 7.595 0.00 0.74 0.56
O -7.904 -3.412 0.805 -0.62 1.13 0.35
O -5.541 5.432 1.749 1.20 -0.18 -0.39
O 8.121 2.308 2.409 -0.78 1.77 0.45
O 0.353 1.085 0.390 0.66 -0.15 0.20
N -4.597 2.761 1.731 0.61 0.37 -0.91
N -1.483 5.864 -0.351 0.31 0.43 0.27
N 6.417 0.023 1.634 0.09 -1.03 0.38
N -5.021 -4.843 -1.134 -0.64 1.28 1.44
N -0.906 -3.791 5.264 1.41 -0.47 -0.61
N 3.969 3.406 -1.391 -2.26 0.93 -0.41
N 2.910 -1.734 -6.666 0.26 -1.01 -0.72
C 4.886 4.064 -3.512 -0.15 0.16 -0.91
C 3.408 0.152 -5.091 -0.27 -0.89 -1.09
C -7.546 0.445 -1.555 0.77 -1.29 -0.57
C -1.649 3.321 -3.618 0.25 0.55 -0.22
C 1.295 -5.632 -7.798 -0.61 0.93 -0.26
C -8.502 -2.107 1.109 0.53 -0.57 -0.82
C 2.317 -3.575 -8.323 0.03 0.54 0.82
C -3.864 -4.706 -0.247 0.72 -0.62 -1.51
C -5.539 0.596 5.281 0.56 1.51 -0.33
C -1.191 -0.660 -0.254 2.08 0.40 -0.74
C 8.395 1.011 2.788 0.45 -2.14 0.26
C -1.426 6.916 -1.344 -1.55 0.38 -1.98
C 0.500 -4.638 -4.363 -0.11 -0.43 0.20
C -6.432 0.523 -0.536 0.80 1.14 -0.49
C 0.460 1.053 3.853 -0.31 0.14 0.10
C -3.948 3.723 0.843 -1.37 1.34 -0.29
C -2.573 -4.479 -1.127 -0.11 -0.61 1.30
C 6.318 -2.396 0.750 -0.62 1.21 -0.99
C -0.823 -5.392 0.318 -0.79 0.11 -0.95
C -2.647 -4.017 3.498 1.18 -0.32 0.18
C 4.369 -0.192 4.835 0.29 -0.71 0.24
C -6.295 -4.776 -0.344 0.37 -0.53 -1.22
C 1.174 -1.204 0.551 -0.67 0.37 0.53
C -6.765 -3.345 -0.041 -0.08 -0.12 -0.32
C 2.851 -4.325 -0.828 1.34 0.48 1.09
C 2.383 -2.060 -8.010 -0.97 -1.35 0.16
C -0.385 3.085 -2.798 -0.66 -1.22 0.73
C -0.005 -2.008 8.919 -0.19 0.37 -0.56
C -1.671 0.382 5.222 1.24 1.00 -0.51
C 5.829 -0.928 0.625 0.75 0.30 1.11
C -0.969 4.680 3.778 -0.30 0.03 -0.89
C -5.005 0.379 -1.155 -0.56 -0.63 0.16
C 2.704 -0.359 -6.400 0.99 1.01 0.94
C 8.173 3.291 3.497 0.36 -1.65 -0.78
C 4.022 -0.908 6.149 -0.70 0.11 -0.29
C -3.752 1.676 2.191 0.41 0.31 0.68
C 2.875 3.240 -0.458 2.13 -1.59 2.40
C -0.130 4.757 1.517 -1.06 1.59 -1.06
C -6.163 6.709 1.651 0.28 -0.70 -0.92
C 3.726 -0.818 3.592 -1.48 0.34 0.61
C 0.635 -3.500 7.172 0.79 -0.61 -1.23
C 4.056 -4.963 -1.557 -2.64 0.29 0.28
C 7.895 0.006 1.747 -0.50 0.31 -0.47
C 0.540 -3.681 5.608 -1.51 0.02 2.41
C 0.301 -0.194 -0.217 0.12 -1.82 0.30
C -3.673 -0.359 -4.184 0.02 -0.48 -0.35
C 3.639 -0.107 -2.767 -0.40 -0.14 0.39
C -4.751 8.746 -1.264 -0.11 -0.07 0.40
C 0.040 -2.133 -3.710 -0.23 -0.80 0.61
C 4.526 -6.201 -0.840 0.23 -0.57 -0.15
C 8.190 -3.743 0.379 -0.51 -0.07 0.29
C -1.130 -3.781 3.835 -1.23 0.43 -0.60
C 5.832 5.360 -5.271 -0.34 -0.62 -0.31
C -0.169 5.718 0.290 -0.30 -0.19 0.90
C -2.859 7.387 -1.796 0.87 0.26 -0.32
C -4.913 -1.222 -4.604 1.27 -1.20 1.17
C -4.803 -2.765 -4.243 -0.18 0.66 0.63
C 3.520 2.783 0.931 -0.08 1.26 -0.45
C -4.903 4.936 0.554 -0.46 -0.66 0.44
C 3.593 3.930 -2.704 1.77 -1.17 -0.18
C -4.771 -3.024 3.850 0.64 -0.37 -0.32
C 0.858 -3.174 -4.545 -2.64 0.70 1.00
C -0.133 0.790 5.224 -1.71 -1.32 0.70
C -4.505 0.713 3.066 -0.45 0.42 0.98
C 0.286 1.780 -3.290 -0.24 0.49 1.08
C 4.662 3.667 2.768 1.67 -0.35 0.53
H -0.212 1.723 3.317 0.03 -0.01 -0.22
H -0.189 -2.738 9.707 0.11 -0.27 -0.13
H 0.027 4.319 4.034 -0.04 -0.10 0.36
H 3.790 -6.991 -0.992 0.12 -0.12 -0.39
H -5.057 -3.003 -3.211 0.34 0.45 0.42
H -5.506 7.987 -1.472 0.12 -0.30 -0.25
H -8.912 -1.617 0.226 0.25 -0.19 -0.52
H 5.678 5.770 -6.269 -0.94 -0.11 0.15
H 3.530 -0.139 2.763 0.38 0.34 -0.05
H 8.208 -1.000 2.026 0.03 0.07 0.15
H 2.146 -5.048 -0.416 -0.31 -0.09 -0.76
H -6.267 -5.347 0.584 0.32 0.03 0.35
H 0.488 -4.408 7.758 -0.50 -0.36 -0.26
H -0.684 -1.169 9.074 -0.17 -0.12 -0.06
H -5.206 9.378 -0.500 0.47 -0.13 0.39
H -8.569 0.386 -1.182 0.21 0.32 0.31
H -3.274 -0.503 -3.180 -0.46 -0.29 0.16
H 3.842 0.962 -2.820 0.32 0.20 0.11
H 4.147 0.861 5.005 -0.46 0.29 -0.40
H -3.826 -3.206 -4.442 0.19 0.32 -0.13
H 8.308 0.196 0.757 0.46 0.14 -0.09
H 9.099 3.109 4.043 0.18 0.40 0.01
H -0.935 6.541 -2.241 -0.07 -0.26 -0.31
H -1.575 -6.114 0.636 -0.09 0.00 0.24
H 7.361 3.100 4.200 -0.22 0.21 -0.07
H 4.364 2.109 0.786 -0.13 -0.61 -0.45
H -0.109 1.613 -0.265 -0.39 0.97 0.02
H -7.097 6.621 1.097 -0.53 -0.10 0.41
H -2.736 7.948 -2.722 0.37 0.83 0.08
H -3.186 1.203 1.389 -0.55 -0.20 -0.40
H 2.444 -3.508 -1.423 -0.50 -0.34 -0.15
H 1.201 -5.285 -4.889 0.05 0.21 -0.32
H -4.967 -5.699 -1.668 -0.10 -0.07 0.16
H 2.872 -1.604 -8.871 0.81 0.32 0.51
H -2.119 0.098 6.175 0.53 0.42 0.51
H -1.046 -2.071 -3.779 -0.09 -0.30 -0.74
H -1.245 -1.612 -0.783 -0.25 -0.12 0.25
H 8.417 -3.658 1.442 0.59 -0.30 0.09
H -4.331 5.663 -0.023 0.20 0.60 0.48
H 3.203 -3.837 0.081 0.28 0.24 0.27
H -5.780 2.073 0.543 0.57 0.02 0.80
H 5.554 -3.017 0.283 -0.22 -0.18 -0.14
H -0.206 -5.901 -0.422 0.28 -0.05 -0.01
H 6.566 4.578 -5.467 0.25 -0.09 0.50
H -2.861 -4.308 2.470 0.46 0.15 -0.43
H 2.141 2.499 -0.772 -0.20 0.21 -0.33
H 3.749 -1.948 5.970 0.50 -0.24 0.04
H 0.370 3.871 -2.789 -0.23 0.52 -0.64
H 0.530 5.331 -0.451 0.09 -0.05 -0.24
H -6.280 7.085 2.668 -0.12 0.09 -0.28
H -7.753 -1.422 1.508 0.04 -0.11 0.34
H -5.003 3.291 2.488 -0.10 -0.21 0.34
H 0.998 -1.588 8.992 0.26 -0.24 0.06
H 0.627 0.158 3.253 -0.24 -0.08 0.14
H 1.216 1.575 -2.760 0.29 0.12 0.01
H -1.384 5.365 4.518 0.24 -0.06 0.00
H -0.870 -2.851 3.329 0.10 0.71 0.11
H -0.224 -5.088 1.176 -0.11 0.22 -0.19
H -1.366 3.611 -4.630 -0.13 0.27 -0.05
H -6.545 -0.278 0.195 -0.05 -0.14 0.20
H 3.264 -4.040 -8.048 0.20 -0.08 0.23
H -0.858 7.825 -1.149 0.12 0.11 0.94
H -6.590 0.555 4.997 0.00 -0.11 -0.08
H 1.184 -5.874 -8.855 0.40 0.14 -0.29
H 1.173 -2.234 0.193 -0.28 0.19 -0.60
H 0.645 -2.868 -5.570 0.64 -0.33 -0.49
H 5.258 3.115 -3.898 0.21 -0.61 1.02
H -2.825 -0.564 -4.837 -0.10 -0.24 -0.32
H -5.780 -1.557 -6.298 -0.06 -0.05 -0.03
H -9.376 -2.168 1.758 0.45 -0.69 0.35
H 2.366 -2.073 -4.068 0.31 0.43 0.32
H 4.780 4.598 3.323 -0.23 -0.14 0.06
H -1.214 3.764 -1.116 -0.39 0.60 0.13
H -4.252 0.313 -0.370 -0.01 0.35 0.21
H 0.182 -2.386 -2.659 0.33 0.12 0.27
H -2.988 4.126 1.163 0.22 -0.15 0.49
H 1.363 -1.688 -8.102 -0.49 0.06 0.01
H 1.419 1.561 3.952 0.15 0.02 0.08
H -4.038 -3.959 0.528 0.18 0.59 -0.53
H 2.216 -0.887 0.593 0.05 0.17 0.22
H -2.668 -3.686 -1.869 -0.16 0.57 0.56
H 9.059 -3.908 -0.258 -0.02 0.29 0.21
H -0.421 -4.466 3.371 -0.48 -0.66 0.00
H 4.754 -0.945 0.808 -0.13 0.10 -0.09
H -7.444 1.210 -2.324 -0.06 0.12 0.16
H 5.504 -6.493 -1.223 -0.09 -0.34 -0.02
H -7.324 -0.519 -2.012 -0.48 -0.22 -0.59
H 2.793 2.306 1.589 -0.28 -0.04 -0.20
H 4.555 -0.684 -2.636 0.27 0.05 -0.50
H 0.737 -1.286 1.546 0.38 0.13 0.37
H -1.676 3.863 3.628 0.09 -0.39 0.38
H -3.449 6.581 -2.232 -0.43 -0.68 0.91
H -2.155 1.296 4.880 -0.68 -0.38 -0.24
H 0.166 6.709 0.596 0.39 0.07 0.22
H -5.163 -0.400 5.513 0.43 -0.16 -0.82
H 4.843 -4.211 -1.619 0.23 0.02 -0.38
H 3.320 1.238 -5.045 -0.34 0.26 0.24
H 2.473 4.246 -0.338 -0.46 0.14 0.12
H -5.444 1.093 6.246 -0.19 0.39 -0.16
H -0.549 3.811 1.172 -0.07 -0.40 0.41
H -5.957 -2.754 0.389 0.27 -0.06 0.62
H 0.415 -6.108 -7.366 0.14 0.35 0.54
H -6.970 -5.350 -0.979 -0.67 0.49 0.14
H -0.351 0.935 -3.028 -0.19 -0.02 -0.35
H 1.095 -4.593 5.387 -0.31 -0.26 -0.23
H -4.652 9.406 -2.125 0.47 -0.22 -0.29
H -1.877 -0.505 4.624 0.18 0.25 -0.63
H 5.617 4.564 -2.878 0.38 0.09 -0.01
H 3.191 0.107 -7.257 -0.19 0.94 0.21
H 8.141 4.279 3.039 -0.03 -0.16 0.17
H 6.311 -2.699 1.797 0.71 0.03 0.27
H 7.519 -4.595 0.272 -0.09 -0.26 -0.13
H -5.104 -3.736 4.605 0.35 -0.35 0.16
H -6.961 -2.786 -0.957 -0.44 -0.18 -0.41
H -0.506 -4.917 -4.678 -0.04 0.33 -0.23
H 3.140 4.890 -2.458 -0.25 0.25 -0.42
H 4.596 -6.156 0.246 0.14 0.70 0.05
H -5.784 -0.787 -4.115 -0.25 -0.10 0.08
H -3.815 3.340 -0.169 0.25 -0.58 -0.01
H -3.762 -5.620 0.339 0.38 -0.35 0.12
H 0.493 1.821 -4.360 -0.15 -0.05 0.03
H -2.943 -4.892 4.076 -0.46 0.17 0.56
H 2.922 3.227 -3.199 -0.45 0.24 0.22
H 6.129 0.976 1.466 -0.07 0.03 -0.24
H -2.293 4.071 -3.159 0.18 0.33 -0.11
H 0.582 -4.977 -3.331 0.01 0.39 0.34
H 2.214 -3.747 -9.395 -0.29 0.17 -0.21
H -3.887 -0.163 3.265 0.05 -0.11 0.13
H -5.234 -2.080 4.139 -0.04 0.01 -0.72
H 0.929 4.649 1.749 0.14 -0.18 0.59
H 6.024 -0.558 -0.382 0.03 -0.21 -0.34
H -1.500 -3.137 5.754 0.33 0.27 0.02
H 1.645 -0.107 -6.360 -0.35 0.41 -0.08
H 8.023 0.649 3.746 -0.96 0.69 0.35
H 4.820 3.774 -0.991 0.70 -0.22 0.26
H 5.890 -0.113 3.699 0.43 -0.02 -0.61
H -5.452 0.396 2.629 -0.15 -0.05 -0.19
H -2.292 2.448 -3.733 0.38 -0.37 0.31
H 2.399 -2.230 -5.950 0.22 -0.81 -0.47
H -0.009 1.694 5.820 -0.21 0.32 0.10
H 1.121 -2.864 5.181 -0.43 0.44 -0.42
H -5.522 -3.419 -4.735 -0.21 0.46 -0.71
H 4.167 2.887 3.346 -0.38 0.14 0.12
H -2.345 -5.328 -1.772 -0.35 -0.64 0.09
H 9.455 0.840 2.980 0.59 0.22 -0.60
H 1.690 -3.279 7.333 0.21 0.67 0.36
H 5.657 3.298 2.515 0.40 -0.22 0.55
H -5.679 4.627 -0.146 -0.30 -0.36 0.03
H 4.316 -1.655 3.220 -0.01 -0.04 0.25
H 2.894 -4.643 -3.107 0.06 0.37 -0.26
H -4.865 -0.558 -1.695 -0.36 -0.17 -0.07
H 4.806 -0.797 6.898 0.15 -0.17 -0.25
H -2.117 6.299 0.304 -0.23 -0.60 0.91
H -2.943 2.002 2.845 0.30 0.54 0.21
H 6.241 6.189 -4.694 -0.08 -0.28 0.49
H -1.473 -0.733 0.796 -0.51 -0.02 -0.19
H -3.869 0.707 -4.294 -0.33 -0.01 -0.05
H 0.439 -1.137 -3.899 0.05 0.00 0.00
H 2.217 -6.062 -7.406 0.02 0.05 0.09
H 0.803 -0.119 -1.182 -0.56 -0.01 -0.66
H -1.709 0.102 -0.836 -0.56 -0.02 0.31
H 2.726 -1.146 3.877 -0.11 -0.36 -0.12
H -4.973 -3.439 2.863 -1.26 0.29 -0.12
H 3.113 -0.490 6.584 -0.09 0.24 -0.12
H 3.075 -0.298 -1.854 -0.39 -0.04 -0.10
H -4.735 1.172 -1.852 -0.24 0.24 0.11
H -5.588 7.371 1.003 0.51 0.29 0.42
H 0.054 -0.660 6.550 -0.21 -0.17 0.06
H 4.475 -0.059 -5.164 0.13 -0.27 0.03
```
Positions in Å, forces in eV/Å.

Results
multiplicity	2
highest occupied orbital energy (spin up / spin down)	-9.95 / -9.95	eV
maximum force	3.577	eV/Å
net charge	+1
calculated total energy	-126638.749	eV
<S²>	0.75

These are the Mulliken partial charges, in e, on atoms 1 to 5: atom 1 (O): 0.27, atom 2 (O): -0.72, atom 3 (O): -0.37, atom 4 (O): -0.54, atom 5 (O): -0.43

=====

No. 2
Here is C5H6N3O4 as an isolated structure at a distorted geometry from the OMol25 dataset. Energies are from ωB97M-V/def2-TZVPD.

Geometry as XYZ:
```
18
Properties=species:S:1:pos:R:3:forces:R:3
O -2.277 0.003 -2.488 -2.52 -0.30 0.09
O 2.296 -0.502 1.738 0.34 -1.30 0.84
O 0.241 -1.353 -0.380 -0.28 -0.65 -0.36
O -1.391 1.149 2.409 0.69 -0.88 -1.29
N 0.601 0.919 1.191 -0.96 -0.06 0.13
N -1.420 0.254 -1.004 -3.35 -0.54 0.71
N -2.633 -2.651 0.645 0.58 1.27 -0.68
C -1.147 -0.853 -0.382 2.64 -0.01 0.84
C 1.798 0.301 1.015 1.14 0.97 -0.91
C -0.471 0.863 1.723 -1.57 0.98 2.11
C 2.459 1.078 -0.076 0.45 -0.66 -0.99
C -2.036 -1.754 0.168 -1.18 -1.48 1.21
H 3.525 1.095 -0.232 0.51 0.06 1.00
H -3.234 -0.039 -2.101 2.80 0.19 -0.98
H 1.971 2.006 0.025 0.31 1.61 -0.16
H 2.156 0.746 -1.044 -0.86 -0.69 -0.66
H 0.353 -2.083 0.272 -0.47 0.81 -0.71
H -0.789 0.822 -1.480 1.73 0.67 -0.17
```
Positions in Å, forces in eV/Å.

Results
highest occupied orbital energy (spin up / spin down)	-2.61 / -2.61	eV
energy above the lowest of the compared OMol25 structures with the same formula, charge and spin	69.75	kcal per mole
maximum force	3.463	eV/Å
net charge	-1
calculated total energy	-17939.558	eV

These are the natural (NBO) partial charges, in e, on atoms 1 to 5: atom 1 (O): -0.86, atom 2 (O): -0.57, atom 3 (O): -0.77, atom 4 (O): -0.52, atom 5 (N): -0.65